# C9H14N4

A single C9H14N4 molecule (ωB97M-V with the def2-TZVPD basis set, the OMol25 dataset).

Summary:
ΔE to the lowest compared entry with this formula, charge and spin   5.6886 eV
Net charge   0
HOMO energy   -0.2736 Eh
Energy   -15514.694 eV

Each atom is followed by the atoms it is bonded to, with distances in Å.
Atoms and positions in Å:
1 H -2.10949 -1.08566 3.29641  C24 1.186
2 C -1.58719 -1.83406 1.12911  H13 1.162, C22 1.522, H23 1.161, C24 1.510
3 H 0.97981 1.05344 1.24190  C9 1.185
4 N -0.16156 1.69254 -1.54406  N16 1.477, C19 1.355
5 H 2.07365 -0.56884 0.50292  C15 1.153
6 H 0.24573 2.99963 -3.29965  C19 1.151
7 N -0.51333 -0.06651 2.28840  C9 1.402, C24 1.288, C26 1.354
8 H 0.25905 1.57383 3.17890  C26 1.130
9 C -0.09723 0.57658 1.11435  H3 1.185, N7 1.402, H10 1.119, C27 1.599
10 H -0.88865 1.36788 1.10376  C9 1.119
11 H -0.69329 0.26364 4.19916  C26 1.187
12 H 1.57921 -2.00575 -0.49754  C15 1.059
13 H -0.89951 -2.76416 1.23458  C2 1.162
14 N 1.45709 1.12929 -3.17719  C19 1.446, C25 1.345
15 C 1.24533 -1.32810 0.24420  H5 1.153, H12 1.059, H21 1.032, C27 1.511
16 N 0.41378 0.34140 -1.38657  N4 1.477, C25 1.309, C27 1.543
17 H -1.10445 -2.24788 -0.99748  C22 1.185
18 H -2.08438 -0.75867 -0.89499  C22 1.277
19 C 0.52028 2.09306 -2.64491  N4 1.355, H6 1.151, N14 1.446
20 H 1.94426 -0.73706 -2.17257  C25 1.065
21 H 1.03014 -1.77403 1.14982  C15 1.032
22 C -1.15125 -1.33605 -0.24143  C2 1.522, H17 1.185, H18 1.277, C27 1.518
23 H -2.73415 -2.01026 1.17141  C2 1.161
24 C -1.51980 -0.87041 2.29026  H1 1.186, C2 1.510, N7 1.288
25 C 1.40472 0.17923 -2.22671  N14 1.345, N16 1.309, H20 1.065
26 C 0.12008 0.46742 3.35899  N7 1.354, H8 1.130, H11 1.187
27 C 0.07010 -0.44486 -0.10396  C9 1.599, C15 1.511, N16 1.543, C22 1.518

Results of the natural (NBO) charge analysis, in e, for atoms 1 through 4: 0.2115, -0.4782, 0.2376, -0.3041